Model i:
18
Properties=species:S:1:pos:R:3:nbo_charge:R:1 method="wB97M-V/def2-TZVPD" lumo_energy_ev=-3.919 total_charge=+1 molar_mass_g_mol=112.15 e_homo_ev=-13.2044 gap_ev=9.29
H 0.3409 2.9256 -0.1702 0.451
C -3.6754 -0.7510 0.2660 -0.330
H 2.7982 0.0380 1.3224 0.514
H 1.1343 -0.2947 -0.9498 0.190
H 2.3711 -2.6328 -1.0133 0.239
H 0.0110 0.9791 -1.6401 0.233
C -0.4570 1.0162 -0.7258 -0.124
H -4.2434 -0.7281 1.1737 0.248
C 1.9001 -0.7927 -0.2639 0.122
H -0.6666 1.8808 0.9253 0.461
C -2.5777 -0.1492 0.0645 0.047
C -1.5260 0.3743 -0.3899 -0.044
O 2.0424 0.2515 0.6972 -0.779
C 2.4737 -1.9417 -0.1485 -0.486
N 0.1041 1.9689 0.2555 -0.721
H -4.2164 -1.3394 -0.5062 0.260
H 3.1574 -2.3973 0.5441 0.241
H 1.0292 1.5925 0.5589 0.479


Model ii:
18
Properties=species:S:1:pos:R:3:nbo_charge:R:1 method="wB97M-V/def2-TZVPD" smiles="C#CC(=O)C(C)(C)[NH3+]" lumo_energy_ev=-4.101 total_charge=+1 molar_mass_g_mol=112.15 e_homo_ev=-14.9892 gap_ev=10.89
H -1.0275 1.8848 0.9507 0.446
H -0.3529 -1.5521 1.2359 0.243
H -2.1421 1.3147 -0.1174 0.442
C 3.0098 -1.0916 0.0304 -0.025
H 0.2101 -0.3061 -1.9951 0.254
O 1.2176 1.9019 -0.0652 -0.495
N -1.1449 1.4187 0.0519 -0.702
H -1.7219 -0.5327 -1.4314 0.238
C 1.0653 0.7273 0.0658 0.524
H 3.7886 -1.7574 -0.1504 0.253
C -0.5909 -0.6319 -1.2177 -0.637
H -1.7968 -0.9477 1.0603 0.230
C -0.3462 0.1421 0.0803 0.048
C -0.8127 -0.6801 1.2728 -0.598
H -0.2929 -1.6447 -1.0805 0.256
C 2.1725 -0.2426 -0.0515 -0.190
H -0.6546 2.0662 -0.7532 0.490
H -0.5805 -0.0687 2.1144 0.223


Stability verdict: model ii, ahead by 152.7 kJ/mol


Model i:
18
Properties=species:S:1:pos:R:3:nbo_charge:R:1 method="wB97M-V/def2-TZVPD" smiles="C=[NH+]/C=C/CCC=O" lumo_energy_ev=-5.148 total_charge=+1 molar_mass_g_mol=112.15 e_homo_ev=-13.0207 gap_ev=7.87
C 0.3910 -0.3729 -1.3034 -0.156
C -0.3410 -2.3586 -2.3538 0.132
H 0.9286 1.3832 2.5099 0.242
N 0.6101 -1.6645 -1.8702 -0.383
H -0.3412 -3.3570 -2.7636 0.241
H -0.1982 2.6060 2.1448 0.253
H -1.3140 -1.8814 -2.4547 0.220
C 0.4300 1.4388 0.3645 -0.455
C 0.0724 1.5881 1.8581 -0.510
H -0.2271 0.2741 -1.9131 0.224
C 0.6162 0.0310 -0.0483 -0.023
H 1.1509 -0.6120 0.6476 0.218
O -1.4203 -0.2031 1.4732 -0.535
H -1.6585 0.7414 3.1743 0.156
H -0.4095 1.8542 -0.2014 0.230
C -1.0765 0.6535 2.2540 0.441
H 1.4740 -2.1681 -1.7066 0.443
H 1.3129 2.0473 0.1888 0.259


Model ii:
18
Properties=species:S:1:pos:R:3:nbo_charge:R:1 method="wB97M-V/def2-TZVPD" lumo_energy_ev=-3.736 total_charge=+1 molar_mass_g_mol=112.15 e_homo_ev=-13.2459 gap_ev=9.51
H 0.2530 -0.1123 -2.5689 0.423
C 3.0972 0.1071 0.3959 0.015
C 1.1540 0.9817 -1.0382 -0.125
H 0.8197 1.9728 -1.1736 0.242
H -2.0101 -1.1851 -0.3187 0.503
C 3.8774 -0.5194 1.1268 -0.325
H -0.6738 -0.0307 -1.1904 0.462
C -2.4292 0.3874 0.7448 0.101
O -1.5891 -0.3463 -0.0731 -0.731
H 4.6319 -0.2183 1.8212 0.258
C -3.6553 0.0087 0.9593 -0.457
C 2.2190 0.6356 -0.3071 -0.010
N 0.3029 -0.1162 -1.5786 -0.705
H -4.0088 -0.9123 0.5933 0.201
H -4.3866 0.6672 1.5400 0.248
H 3.6544 -1.5830 1.1570 0.240
H -1.9836 1.3205 1.2088 0.218
H 0.7271 -1.0575 -1.2986 0.442


Model iii:
18
Properties=species:S:1:pos:R:3:nbo_charge:R:1 method="wB97M-V/def2-TZVPD" smiles="C[N@@H+]1CC=C[C@@]12CO2" lumo_energy_ev=-3.104 total_charge=+1 molar_mass_g_mol=112.15 e_homo_ev=-14.3724 gap_ev=11.27
C -1.2882 -0.3196 1.2199 -0.454
C 0.1743 -0.5369 -0.6290 0.314
C 0.1429 1.7845 -0.5300 -0.164
H -1.3249 -0.0207 2.3077 0.246
H 0.0884 2.8130 -0.6050 0.255
H -1.6617 -1.4234 0.9754 0.271
C -0.0658 0.7461 -1.3218 -0.211
H -1.8574 0.3005 0.5014 0.253
H 1.4696 -2.2939 -0.6840 0.206
H 1.7154 1.2202 0.8506 0.244
H -0.5806 0.7984 -2.2897 0.267
H 0.7763 -0.7356 1.5065 0.455
O -0.5344 -1.6043 -0.9875 -0.445
C 0.5893 1.1838 0.7816 -0.267
N 0.1561 -0.2737 0.8626 -0.362
C 0.8533 -1.6790 -1.2618 -0.084
H 0.2120 1.6879 1.7401 0.242
H 1.1353 -1.6475 -2.4371 0.233


Model iv:
18
Properties=species:S:1:pos:R:3:nbo_charge:R:1 method="wB97M-V/def2-TZVPD" smiles="C[N+]1(C=C=O)CCC1" lumo_energy_ev=-4.315 total_charge=+1 molar_mass_g_mol=112.15 e_homo_ev=-13.8504 gap_ev=9.54
H 0.3741 2.2868 0.0820 0.225
H -0.8243 -2.2047 0.7520 0.256
O 3.7032 -0.3407 1.0433 -0.328
N -0.0464 0.3367 -0.2068 -0.179
H -0.2192 -1.5279 -1.3607 0.238
C 1.4547 -0.2764 0.1344 -0.420
C 0.1016 1.7246 -0.7376 -0.391
H -0.1478 0.2375 1.8860 0.231
H -1.5971 -0.2325 -1.5489 0.237
H -2.4572 -1.3152 0.3685 0.257
C -1.2987 -1.2159 0.5241 -0.437
H 0.8814 1.8603 -1.6028 0.260
H -0.8550 1.8804 -1.1865 0.224
H -1.5511 0.9061 1.1649 0.232
C 2.5994 -0.2368 0.8642 0.721
H 1.4652 -1.2935 -0.3572 0.264
C -0.8118 -0.7869 -0.8726 -0.187
C -0.7711 0.1980 1.0538 -0.204


Stability verdict: model i, ahead by 97.9 kJ/mol


Model i:
18
Properties=species:S:1:pos:R:3:nbo_charge:R:1 method="wB97M-V/def2-TZVPD" lumo_energy_ev=-4.290 total_charge=+1 molar_mass_g_mol=112.15 e_homo_ev=-12.1737 gap_ev=7.88
C -0.7030 0.0379 0.7181 -0.127
H -2.9427 -1.2634 1.4976 0.337
N 0.7088 0.2551 0.4331 -0.425
C -3.4011 0.1584 0.0229 0.948
C 1.0789 -0.4403 -0.8436 -0.417
H 1.1337 2.2585 -0.2073 0.241
C -1.4258 -0.7673 -0.0562 -0.390
H -3.2531 -1.8424 -0.1228 0.297
C 1.3354 1.5205 0.6432 -0.437
H 2.1053 -0.0731 -1.0578 0.234
H 0.8978 -1.4930 -0.7839 0.238
H -1.3505 -1.1796 -1.0542 0.206
O -3.6669 1.1553 -0.4792 -0.276
H 1.0470 2.0514 1.6223 0.266
C -2.9110 -1.0679 0.4012 -0.610
H 0.3034 0.0599 -1.5307 0.221
H 1.0429 -0.3230 1.2911 0.460
H 2.4469 1.2986 0.8149 0.232


Model ii:
18
Properties=species:S:1:pos:R:3:nbo_charge:R:1 method="wB97M-V/def2-TZVPD" lumo_energy_ev=-3.868 total_charge=+1 molar_mass_g_mol=112.15 e_homo_ev=-13.1805 gap_ev=9.31
H 5.0248 1.4068 0.0249 0.251
H 3.5519 2.5250 -0.1593 0.233
H -0.1899 -0.5229 -0.2062 0.479
H -1.1338 0.9873 1.0633 0.526
O -1.1048 0.5235 0.2121 -0.711
H -3.6761 1.0288 1.2195 0.232
C 3.9550 1.5694 0.0361 -0.317
H 2.0637 -2.4604 -0.2132 0.221
N 0.2339 -1.5132 -0.5919 -0.748
H -2.2406 -0.2566 -1.3078 0.184
C -2.3331 0.2864 -0.3408 0.097
C 3.0564 0.5751 0.1294 0.039
H -4.2325 0.4445 -0.5365 0.235
H -0.3660 -2.2773 -0.2236 0.438
C -3.4908 0.5246 0.1894 -0.452
C 2.3956 -0.4889 0.0551 -0.033
H 0.1100 -1.5540 -1.6405 0.435
C 1.6589 -1.5381 -0.2157 -0.109


Stability verdict: model ii, ahead by 106.6 kJ/mol


Model i:
13
Properties=species:S:1:pos:R:3:nbo_charge:R:1 method="wB97M-V/def2-TZVPD" lumo_energy_ev=4.157 total_charge=-1 molar_mass_g_mol=94.16 e_homo_ev=-2.9313 gap_ev=7.09
H 0.2788 -0.8462 -1.1992 0.376
O 2.7566 1.3316 0.0350 -0.997
H -1.3935 -1.6655 0.1992 0.192
H 2.5600 1.2775 -0.8887 0.444
H -0.2706 1.1263 0.7824 0.183
S 0.9028 -0.9804 1.4466 -0.707
C -1.3640 -0.5996 -0.1034 -0.238
H -1.3055 0.1557 1.7944 0.168
H 2.2074 0.5931 0.4053 0.500
H -0.7488 0.3732 -1.7932 0.332
N -0.6734 -0.5569 -1.4121 -0.877
H -2.4077 -0.3023 -0.2432 0.159
C -0.5420 0.0933 0.9769 -0.533


Model ii:
13
Properties=species:S:1:pos:R:3:nbo_charge:R:1 method="wB97M-V/def2-TZVPD" lumo_energy_ev=4.313 total_charge=-1 molar_mass_g_mol=94.16 e_homo_ev=-2.8745 gap_ev=7.19
S -0.5097 0.7781 0.9328 -0.634
N 0.0759 0.2311 -2.1071 -0.898
H -0.5622 -0.5327 -2.3161 0.335
H 1.7512 -0.9480 -2.3301 0.135
H -0.7550 -0.7033 2.8133 0.180
C 1.3422 -0.3214 -1.5583 0.103
H -2.1740 0.3280 2.7119 0.179
H -1.9526 -1.0300 1.5429 0.182
H 0.6906 -0.5266 0.2731 0.457
H 2.0210 0.5768 -1.3870 0.118
H -0.3504 0.8030 -1.3687 0.388
O 1.2141 -1.0879 -0.4264 -0.818
C -1.4686 -0.2339 2.1079 -0.726


Model iii:
13
Properties=species:S:1:pos:R:3:nbo_charge:R:1 method="wB97M-V/def2-TZVPD" lumo_energy_ev=3.776 total_charge=-1 molar_mass_g_mol=94.16 e_homo_ev=-2.4116 gap_ev=6.19
H 1.7622 0.4643 1.7404 0.157
O -1.0090 -0.5919 -3.5172 -0.956
H -0.4953 -0.1013 2.4392 0.170
S 1.6099 -0.1916 -0.7454 -0.709
C -0.2139 -0.1446 1.3991 -0.256
H -0.8999 1.1820 0.1130 0.344
H 0.3519 1.6798 0.8254 0.356
H -1.4682 -1.4263 -3.4690 0.469
C 1.2775 -0.2437 1.0476 -0.564
N -0.5772 1.3180 1.0441 -0.864
H 1.7135 -1.2067 1.3456 0.184
H -0.7183 -0.8550 0.7474 0.183
H -1.3332 0.1171 -2.9701 0.485


Stability verdict: model i, ahead by 31.2 kJ/mol


Model i:
19
Properties=species:S:1:pos:R:3:nbo_charge:R:1 method="wB97M-V/def2-TZVPD" smiles=CCN.O.O.O lumo_energy_ev=0.781 molar_mass_g_mol=99.13 e_homo_ev=-10.1301 gap_ev=10.91
H 2.5857 2.6227 0.8584 0.471
C 0.6740 -2.3746 0.1142 -0.216
N 1.3534 -1.1745 0.7010 -0.871
H 0.9678 -0.9329 1.6065 0.375
H -3.6983 4.4666 -0.0439 0.478
H -5.1512 4.6711 -0.6757 0.475
O 0.8457 0.4493 -1.6550 -0.976
H 2.1384 1.1785 0.4354 0.483
H 1.1877 -2.5298 -0.8245 0.186
H 2.3312 -1.4245 0.7831 0.368
H -1.3042 -2.1125 0.9303 0.203
O -4.6392 4.5992 0.1357 -0.952
H -1.2805 -2.8812 -0.6887 0.221
H -1.0190 -1.1699 -0.4512 0.227
C -0.7976 -2.1583 -0.0491 -0.630
H 1.6046 0.3046 -2.2421 0.460
H 0.8735 -3.2350 0.7403 0.173
H 1.0617 -0.0780 -0.8551 0.484
O 2.2665 1.7791 1.1804 -0.958


Model ii:
19
Properties=species:S:1:pos:R:3:nbo_charge:R:1 method="wB97M-V/def2-TZVPD" smiles=CNC.O.O.O lumo_energy_ev=0.746 molar_mass_g_mol=99.13 e_homo_ev=-9.4514 gap_ev=10.20
H 1.6415 0.4973 1.0749 0.490
C 0.3750 -1.9477 0.1325 -0.437
H 1.0903 -2.1020 -0.6749 0.214
N 0.6963 -0.9746 1.2206 -0.655
H -0.7281 0.5008 1.4886 0.195
O 2.0616 1.2926 0.6592 -0.988
H -3.1005 -0.1896 -1.7462 0.457
H 0.0263 -0.0227 2.8365 0.209
H 1.3018 -1.3961 1.9487 0.357
O -2.2468 -0.1228 -2.2204 -0.947
H -1.9440 0.7207 -1.9471 0.486
H -0.4892 -1.5457 -0.4538 0.224
H 2.0249 1.9556 1.3379 0.455
H -1.3762 -1.1833 1.9320 0.204
H 0.2114 1.9581 -2.3107 0.478
C -0.4814 -0.4554 1.9796 -0.440
H 0.3713 1.8536 -0.7587 0.504
O -0.2349 1.7206 -1.4940 -0.983
H 0.0949 -2.9286 0.4980 0.177


Stability verdict: model i, ahead by 70.8 kJ/mol


Model i:
22
Properties=species:S:1:pos:R:3:nbo_charge:R:1 method="wB97M-V/def2-TZVPD" lumo_energy_ev=-2.965 total_charge=+1 molar_mass_g_mol=107.18 e_homo_ev=-14.4378 gap_ev=11.47
H 1.9154 3.2567 -0.7022 0.483
H -0.0263 0.5561 1.2230 0.493
H -1.3919 1.5467 0.8652 0.431
H -2.2112 -0.6202 -2.0306 0.253
H -0.2648 0.4647 -1.0711 0.225
H -2.9479 -0.7536 -0.3361 0.211
H -1.8698 0.1660 1.5241 0.438
C -2.3028 -0.1886 -1.0001 -0.615
C 1.1367 -1.5507 0.3610 -0.214
H -0.9522 -2.0019 0.4561 0.213
H -0.2795 -1.8798 -1.1419 0.244
O 2.3262 2.6236 -0.1200 -0.947
N 1.4777 -0.1051 0.7614 -0.906
H 1.9006 -2.0221 -0.2983 0.221
H 1.0893 -2.0688 1.3684 0.215
H 1.9311 0.5670 0.0989 0.408
C -0.3067 -1.4456 -0.1712 -0.451
H 2.3969 -0.1891 1.2001 0.391
C -0.9360 -0.1331 -0.3541 -0.042
H -2.7356 0.8207 -1.0213 0.221
N -1.0675 0.5574 0.9421 -0.749
H 3.1182 2.3999 -0.5533 0.476


Model ii:
22
Properties=species:S:1:pos:R:3:nbo_charge:R:1 method="wB97M-V/def2-TZVPD" lumo_energy_ev=-2.901 total_charge=+1 molar_mass_g_mol=107.18 e_homo_ev=-13.2530 gap_ev=10.35
C -0.8135 0.3750 0.5717 -0.022
N 1.1806 -0.3359 -1.8846 -0.889
H -0.9695 -1.4881 -0.2535 0.423
H 2.4827 -0.4340 1.3473 0.502
H 1.9027 -1.1072 2.6978 0.508
H -0.2380 0.8565 1.3648 0.245
H -1.1750 0.1065 -1.4228 0.186
C 0.7976 1.0182 -1.4312 -0.239
C -0.6237 0.9278 -0.8958 -0.416
O 1.6984 -0.6623 1.8652 -0.996
H -2.8813 1.1279 1.1710 0.270
H 2.1607 -0.3299 -2.1127 0.389
H -1.3608 1.7227 -1.0277 0.252
H 1.6024 1.3462 -0.7718 0.204
H -2.9030 -0.0447 0.1143 0.219
H -2.3487 -0.4705 1.7220 0.216
H 0.5683 -0.8595 -2.4844 0.383
C -2.2603 0.2856 0.9695 -0.659
N -0.3350 -1.1077 0.4474 -0.694
H 0.8027 1.8177 -2.1749 0.204
H -0.4784 -1.5433 1.3560 0.431
H 0.6510 -1.1551 0.2050 0.484


Stability verdict: model ii, ahead by 23.4 kJ/mol


Model i:
22
Properties=species:S:1:pos:R:3:nbo_charge:R:1 method="wB97M-V/def2-TZVPD" lumo_energy_ev=-3.359 total_charge=+1 molar_mass_g_mol=107.18 e_homo_ev=-13.3905 gap_ev=10.03
H 0.9879 -0.6049 1.9322 0.200
N 0.5753 0.7564 0.4690 -0.680
H -0.8600 -1.9600 1.8469 0.433
O -2.1252 0.8696 0.2192 -0.983
H 0.8735 1.7264 -2.7830 0.234
H 0.9697 -2.6393 0.4159 0.229
H -1.6365 -1.1378 0.5971 0.501
H -1.1900 1.0742 0.1764 0.490
H -0.5956 1.8540 -1.7704 0.215
H 1.3703 2.5099 -0.4793 0.217
H 0.0206 0.3213 -2.0739 0.184
H -1.2541 -2.9236 0.5467 0.451
C 0.4113 -1.7472 0.2395 -0.235
C 1.1300 -0.5358 0.8405 -0.227
H 0.3115 -1.5515 -0.8360 0.232
H -2.4991 1.5133 0.7615 0.481
H 2.0676 0.8669 -0.9482 0.180
C 0.3018 1.3539 -1.9427 -0.605
N -0.9641 -1.9712 0.8043 -0.710
C 1.1830 1.4364 -0.7017 -0.221
H 0.6283 1.3835 1.2961 0.393
H 2.1671 -0.5794 0.5593 0.219


Model ii:
22
Properties=species:S:1:pos:R:3:nbo_charge:R:1 method="wB97M-V/def2-TZVPD" lumo_energy_ev=-2.670 total_charge=+1 molar_mass_g_mol=107.18 e_homo_ev=-14.1720 gap_ev=11.50
H 1.5778 2.3424 0.6984 0.250
H -1.9492 -2.3206 0.6299 0.219
H 1.0956 0.8119 -0.9318 0.438
H -2.2098 -0.4907 1.1651 0.209
N 0.3231 0.8631 -0.3396 -0.576
H 0.0263 2.1839 1.4391 0.233
H 0.1496 0.1740 0.4407 0.481
C -0.9497 0.4970 -1.1467 -0.220
H 3.4546 -1.1474 0.0492 0.486
N -0.3044 -1.1353 1.3953 -0.876
H -2.5486 -1.0425 -1.1225 0.260
C 0.5220 2.1681 0.3742 -0.448
H 3.8817 -0.2997 -1.1354 0.488
C -1.5966 -1.2810 0.6495 -0.219
H 0.4634 -1.7917 1.2361 0.381
C -1.4596 -0.9187 -0.8632 -0.447
H -0.4821 -1.3887 2.3652 0.395
O 3.1280 -0.4860 -0.5842 -0.970
H -0.5322 0.7494 -2.1019 0.229
H -1.9410 1.1225 -0.8088 0.235
H -0.8055 -1.6441 -1.2848 0.219
H 0.1565 3.0343 -0.1238 0.232


Stability verdict: model i, ahead by 71.2 kJ/mol


Model i:
22
Properties=species:S:1:pos:R:3:nbo_charge:R:1 method="wB97M-V/def2-TZVPD" lumo_energy_ev=-2.635 total_charge=+1 molar_mass_g_mol=107.18 e_homo_ev=-14.0581 gap_ev=11.42
H -0.6433 -0.2243 -1.7033 0.236
H -3.1902 -1.8940 -0.0944 0.503
H 0.4416 1.6999 0.5523 0.215
N -0.0657 -0.2774 0.9218 -0.573
C 0.0415 0.5798 -1.3940 -0.485
H -3.4530 -0.3535 -0.0913 0.497
C -0.1704 0.1720 2.3226 -0.460
H -0.8926 -0.7865 0.6501 0.461
H 1.2971 -1.0194 -2.1051 0.211
H -1.1839 1.3784 0.1807 0.231
H 2.1239 0.5694 -2.3877 0.206
H -0.0408 1.2073 -2.3132 0.279
N 2.2273 -0.1854 -0.4121 -0.859
H 2.5425 0.7073 -0.0474 0.372
H -0.2117 -0.5742 3.2724 0.265
H -1.0258 0.8704 2.4696 0.232
H 0.6820 0.7779 2.5787 0.225
H 0.8787 -0.5521 0.5319 0.474
C 1.4826 0.0029 -1.6501 -0.226
O -2.7730 -1.0286 -0.0406 -0.981
H 3.1061 -0.6721 -0.5115 0.403
C -0.2272 0.9407 0.0447 -0.223


Model ii:
22
Properties=species:S:1:pos:R:3:nbo_charge:R:1 method="wB97M-V/def2-TZVPD" lumo_energy_ev=-3.266 total_charge=+1 molar_mass_g_mol=107.18 e_homo_ev=-12.6142 gap_ev=9.35
N 1.6371 1.0499 1.2531 -0.868
C -2.3080 -0.3712 -1.5774 -0.425
H 1.2526 0.6393 2.1001 0.377
H 0.8568 2.1567 -0.4829 0.212
H -2.5719 -0.4162 -2.6637 0.252
H 0.2915 -0.3762 -0.5923 0.242
O 2.6528 -2.6587 0.2055 -0.942
H -0.7577 -0.1797 2.1010 0.263
H -0.7528 0.9046 -2.1550 0.444
H -1.3460 -1.2822 0.9848 0.244
H -0.1466 2.2438 1.0951 0.201
H 2.6123 -3.5083 -0.2331 0.467
H -3.2076 0.0187 -1.0176 0.233
C 0.4968 1.6311 0.4080 -0.240
N -1.2997 0.7768 -1.2654 -0.539
H -1.7101 1.7432 -0.9947 0.446
H -2.0912 -1.3152 -1.1227 0.251
H 3.6041 -2.7234 0.5302 0.476
C -1.1723 -0.2124 1.0287 -0.666
H -2.2047 0.3438 1.0416 0.211
H 2.5650 1.4696 1.2792 0.410
C -0.3461 0.4133 -0.0971 -0.049


Stability verdict: model i, ahead by 75.0 kJ/mol